w) The following is a quantum chemistry calculation of the ion C6H13N with charge -1, from the OMol25 dataset.

Its spin multiplicity is 2. The molar mass comes out at 99.2 g/mol. The HOMO-LUMO gap (spin up / spin down) comes out at 2.40 / 7.43 eV. As for the LUMO energy (spin up / spin down): 3.8 / 3.7 eV. As for the charge: -1.

XYZ file:
```
20
C6H13N | the OMol25 dataset | ωB97M-V/def2-TZVPD
C -0.80 -1.47 -0.50
C -0.03 -1.08 0.72
C 0.64 0.29 0.52
C -0.06 1.42 0.89
C 0.01 2.73 0.14
C 1.85 0.26 -0.34
N -1.60 -2.73 -0.29
H -1.46 -0.68 -0.85
H -0.08 -1.64 -1.32
H 0.77 -1.81 0.86
H -0.65 -1.07 1.62
H -0.94 1.36 1.55
H -0.58 3.49 0.65
H 1.04 3.07 0.16
H -0.25 2.60 -0.93
H 2.43 -0.67 -0.20
H 1.63 0.27 -1.43
H 2.47 1.16 -0.21
H -1.93 -3.05 -1.21
H -2.48 -2.45 0.18
```

---

x) The following is a quantum chemistry calculation of a structure of composition C6H13N, from the OMol25 dataset.

Its spin multiplicity is 2. The molar mass comes out at 99.2 g/mol. The HOMO-LUMO gap (spin up / spin down) comes out at 5.58 / 5.51 eV. As for the LUMO energy (spin up / spin down): 4.4 / 4.4 eV. As for the charge: -1.

XYZ file:
```
20
C6H13N | the OMol25 dataset | ωB97M-V/def2-TZVPD
C -0.72 1.56 -1.44
C -0.74 1.48 0.14
C -1.44 0.31 0.85
N 1.40 0.32 0.62
C 0.64 -0.78 0.05
C -0.82 -0.99 0.31
C 1.57 -1.96 -0.36
H -0.43 2.56 -1.71
H 0.19 1.00 -1.89
H -1.73 1.34 -1.91
H 0.39 1.16 0.60
H -1.00 2.47 0.51
H -2.52 0.50 0.66
H -1.28 0.44 1.91
H 1.55 0.00 1.60
H -0.02 -0.53 -0.84
H -0.98 -1.94 0.90
H 0.99 -2.44 -1.19
H 1.62 -2.73 0.43
H 2.55 -1.77 -0.70
```

---

Top of the stability list: w), leading by 3.544 eV.

---

w) The following is a quantum chemistry calculation of a structure of composition C48H45BrFN12O8SiW, from the OMol25 dataset.

The molar mass comes out at 1228.8 g/mol. The HOMO-LUMO gap comes out at 6.20 eV. As for the LUMO energy: -3.5 eV. As for the charge: +1.

XYZ file:
```
117
C48H45BrFN12O8SiW | the OMol25 dataset | ωB97M-V/def2-TZVPD
W 1.33 -0.23 -0.50
F -2.58 4.33 2.75
C -2.84 3.00 2.71
C -2.07 2.21 1.92
C -2.28 0.82 1.92
C -1.38 -0.03 1.15
O -0.53 0.52 0.41
C -1.55 -1.42 1.32
C -2.56 -1.89 2.09
N -3.45 -1.11 2.74
C -4.47 -1.71 3.57
C -5.90 -1.55 3.17
C -5.23 -2.88 3.02
C -3.28 0.27 2.72
C -4.07 1.12 3.51
C -3.86 2.48 3.52
N -4.65 3.28 4.39
C -4.33 3.22 5.81
C -5.65 3.29 6.59
N -6.66 3.99 5.71
C -6.04 5.16 5.02
C -5.01 4.64 4.01
C -0.56 -2.40 0.79
O -0.67 -3.58 1.01
O 0.42 -1.89 0.06
H -1.26 2.62 1.33
H -2.68 -2.96 2.22
H -4.22 -1.72 4.63
H -6.10 -0.99 2.27
H -6.64 -1.42 3.96
H -5.00 -3.20 2.02
H -5.47 -3.67 3.71
H -4.86 0.70 4.11
H -3.66 4.03 6.11
H -3.83 2.29 6.05
H -5.57 3.86 7.51
H -6.06 2.31 6.82
H -7.48 4.26 6.26
H -6.96 3.32 5.00
H -5.59 5.77 5.80
H -6.83 5.74 4.54
H -4.17 5.33 4.00
H -5.44 4.62 3.00
N 4.00 0.69 1.68
C 2.84 0.29 2.26
N 2.63 0.27 3.56
N 1.37 -0.17 3.70
N 0.84 -0.41 2.57
N 1.75 -0.13 1.59
C 4.30 0.51 0.36
N 5.48 0.71 -0.15
N 5.32 0.47 -1.48
N 4.12 0.15 -1.75
N 3.41 0.15 -0.58
H 4.77 0.89 2.30
O 3.14 -2.73 -0.05
C 3.07 -3.38 -1.33
C 1.82 -2.79 -2.02
O 1.03 -3.39 -2.67
O 1.77 -1.44 -1.87
C 4.28 -3.03 -2.19
C 5.52 -2.89 -1.58
C 6.64 -2.58 -2.34
C 6.53 -2.41 -3.71
C 5.29 -2.55 -4.32
C 4.17 -2.87 -3.56
C 2.89 -4.89 -1.14
C 3.64 -5.81 -1.86
C 3.44 -7.17 -1.66
C 2.50 -7.62 -0.74
C 1.74 -6.69 -0.03
C 1.93 -5.34 -0.23
H 3.58 -3.33 0.56
H 5.62 -3.00 -0.51
H 7.60 -2.46 -1.85
H 7.40 -2.15 -4.30
H 5.19 -2.42 -5.39
H 3.21 -2.98 -4.05
H 4.38 -5.48 -2.57
H 4.04 -7.88 -2.22
H 2.35 -8.68 -0.59
H 1.00 -7.03 0.67
H 1.32 -4.63 0.30
C -1.26 1.92 -2.21
Si -0.51 0.23 -2.42
C -1.78 -1.11 -2.13
C 0.11 0.02 -4.18
C 1.41 -0.21 -4.62
C 1.69 -0.34 -5.97
C 0.68 -0.23 -6.92
C -0.62 0.01 -6.50
C -0.90 0.12 -5.15
H -2.10 1.99 -2.91
H -0.57 2.73 -2.46
H -1.64 2.08 -1.20
H -2.51 -1.07 -2.94
H -2.33 -1.00 -1.19
H -1.30 -2.09 -2.15
H 2.22 -0.31 -3.91
H 2.71 -0.53 -6.29
H 0.91 -0.33 -7.97
H -1.42 0.09 -7.23
H -1.93 0.30 -4.85
Br 3.26 7.83 -3.12
C 2.80 6.09 -2.56
C 2.73 5.07 -3.51
C 2.39 3.80 -3.10
C 2.12 3.55 -1.76
C 2.21 4.58 -0.82
C 2.55 5.85 -1.22
C 1.76 2.20 -1.34
O 1.73 1.24 -2.16
O 1.45 1.89 -0.14
H 2.94 5.28 -4.55
H 2.33 2.99 -3.81
H 2.01 4.36 0.23
H 2.63 6.66 -0.50
```

---

x) The following is a quantum chemistry calculation of a structure of composition C48H45BrFN12O8SiW, from the OMol25 dataset.

The molar mass comes out at 1228.8 g/mol. The HOMO-LUMO gap comes out at 6.39 eV. As for the LUMO energy: -3.7 eV. As for the charge: +1.

XYZ file:
```
117
C48H45BrFN12O8SiW | the OMol25 dataset | ωB97M-V/def2-TZVPD
W -2.04 -0.20 -1.12
F 4.25 -1.83 1.72
C 3.35 -0.97 2.24
C 2.21 -0.71 1.54
C 1.31 0.24 2.02
C 0.07 0.52 1.30
O -0.28 -0.22 0.34
C -0.68 1.63 1.75
C -0.34 2.26 2.91
N 0.73 1.94 3.64
C 1.00 2.65 4.88
C 0.78 4.13 4.93
C 2.18 3.57 4.95
C 1.60 0.94 3.20
C 2.74 0.59 3.93
C 3.62 -0.36 3.47
N 4.77 -0.67 4.25
C 5.38 -1.99 4.12
C 6.06 -2.33 5.46
N 6.30 -1.04 6.20
C 6.89 -0.02 5.27
C 5.79 0.38 4.27
C -1.80 2.17 0.95
O -2.38 3.17 1.25
O -2.01 1.51 -0.18
H 2.02 -1.24 0.61
H -0.95 3.08 3.26
H 0.75 2.08 5.77
H 0.37 4.54 5.84
H 0.47 4.63 4.03
H 2.74 3.61 5.87
H 2.76 3.69 4.05
H 2.93 1.07 4.89
H 6.10 -2.03 3.30
H 4.61 -2.73 3.91
H 7.02 -2.82 5.32
H 5.43 -2.96 6.09
H 6.87 -1.20 7.02
H 5.38 -0.70 6.50
H 7.74 -0.49 4.79
H 7.24 0.83 5.86
H 6.25 0.53 3.29
H 5.33 1.32 4.57
N -5.35 -1.09 -2.55
C -4.20 -1.28 -3.25
N -4.11 -1.52 -4.53
N -2.76 -1.57 -4.76
N -2.10 -1.40 -3.70
N -2.99 -1.23 -2.66
C -5.29 -0.28 -1.45
N -6.32 0.30 -0.90
N -5.79 1.05 0.11
N -4.53 0.92 0.16
N -4.14 0.06 -0.84
H -6.22 -1.12 -3.05
O -0.22 0.57 -2.03
C 0.83 -0.33 -2.37
C 0.45 -1.59 -1.57
O 1.22 -2.33 -1.04
O -0.89 -1.73 -1.46
C 2.15 0.24 -1.88
C 2.20 1.51 -1.33
C 3.41 2.03 -0.86
C 4.56 1.27 -0.94
C 4.51 -0.01 -1.49
C 3.32 -0.52 -1.96
C 0.93 -0.65 -3.87
C 1.07 -1.96 -4.32
C 1.20 -2.21 -5.68
C 1.20 -1.17 -6.59
C 1.08 0.14 -6.14
C 0.96 0.39 -4.78
H -0.42 1.44 -2.69
H 1.30 2.11 -1.27
H 3.44 3.03 -0.46
H 5.51 1.68 -0.59
H 5.42 -0.60 -1.57
H 3.29 -1.50 -2.41
H 1.05 -2.79 -3.63
H 1.29 -3.24 -6.02
H 1.30 -1.37 -7.65
H 1.08 0.96 -6.84
H 0.88 1.42 -4.44
C -3.93 -1.06 2.11
Si -2.68 -1.74 0.89
C -1.25 -2.30 1.97
C -3.43 -3.33 0.20
C -3.09 -3.93 -1.02
C -3.68 -5.12 -1.43
C -4.62 -5.74 -0.63
C -4.97 -5.17 0.59
C -4.38 -3.98 0.99
H -3.84 -1.62 3.04
H -4.95 -1.17 1.73
H -3.79 0.00 2.32
H -1.61 -3.16 2.55
H -0.93 -1.52 2.66
H -0.38 -2.62 1.38
H -2.35 -3.48 -1.66
H -3.40 -5.56 -2.38
H -5.09 -6.67 -0.95
H -5.70 -5.65 1.23
H -4.68 -3.54 1.94
Br -6.06 6.14 -6.04
C -4.88 4.95 -5.16
C -3.52 5.21 -5.19
C -2.65 4.34 -4.56
C -3.15 3.22 -3.90
C -4.52 2.98 -3.87
C -5.39 3.85 -4.50
C -2.21 2.29 -3.23
O -0.97 2.47 -3.35
O -2.72 1.32 -2.58
H -3.14 6.09 -5.71
H -1.58 4.51 -4.58
H -4.89 2.12 -3.34
H -6.46 3.67 -4.48
```

---

Top of the stability list: w), leading by 0.839 eV.

---

w) The following is a quantum chemistry calculation of an isolated molecule of C3H4Cl2O, from the OMol25 dataset.

Its SMILES is COC=C(Cl)Cl. The molar mass comes out at 127.0 g/mol. The HOMO-LUMO gap comes out at 9.29 eV. As for the LUMO energy: 0.7 eV.

XYZ file:
```
10
C3H4Cl2O | the OMol25 dataset | ωB97M-V/def2-TZVPD
C 1.23 0.50 0.72
O -0.17 0.37 1.13
C -1.04 0.11 0.19
C -1.09 -0.51 -0.99
Cl -2.23 -1.03 -1.96
Cl 0.51 -0.83 -1.66
H 1.59 -0.66 1.01
H 1.30 0.89 -0.38
H 1.87 1.01 1.46
H -1.98 0.16 0.48
```

---

x) The following is a quantum chemistry calculation of a cluster of 2 separate species, C3H4Cl2O in total, from the OMol25 dataset.

The molar mass comes out at 127.0 g/mol. The HOMO-LUMO gap (spin up / spin down) comes out at 8.10 / 7.87 eV. As for the LUMO energy (spin up / spin down): 0.0 / 0.0 eV.

XYZ file:
```
10
C3H4Cl2O | the OMol25 dataset | ωB97M-V/def2-TZVPD
C 0.61 -0.58 -0.01
C 1.92 -0.03 -0.42
C -2.12 0.49 0.65
O 0.07 -1.63 -0.16
Cl -2.82 1.68 -0.39
Cl -2.50 -1.12 0.30
H -1.90 0.71 1.70
H 2.56 -0.02 0.42
H 1.78 0.95 -0.64
H 2.40 -0.45 -1.45
```

---

Top of the stability list: w), leading by 0.713 eV.

---

w) The following is a quantum chemistry calculation of an isolated molecule of C6H7ClS, from the OMol25 dataset.

Its SMILES is S=C[C@]1(Cl)C=CCC1. The molar mass comes out at 146.6 g/mol. The HOMO-LUMO gap comes out at 8.08 eV. As for the LUMO energy: -0.9 eV.

XYZ file:
```
15
C6H7ClS | the OMol25 dataset | ωB97M-V/def2-TZVPD
S -2.37 -0.36 -1.94
C -0.65 -0.38 -1.93
C -0.03 -0.70 -0.46
Cl 0.49 -2.45 -0.54
C -0.80 -0.75 0.82
C -0.53 0.28 1.52
C 0.49 1.29 0.72
C 1.18 0.22 -0.03
H 0.10 0.05 -2.94
H -1.45 -1.46 1.25
H -0.99 0.26 2.52
H 1.09 1.88 1.30
H -0.16 1.81 -0.03
H 1.89 -0.42 0.66
H 1.74 0.75 -0.93
```

---

x) The following is a quantum chemistry calculation of an isolated molecule of C6H7ClS, from the OMol25 dataset.

Its SMILES is C=CC(=C)S/C=C/Cl. The molar mass comes out at 146.6 g/mol. The HOMO-LUMO gap comes out at 8.47 eV. As for the LUMO energy: 0.0 eV.

XYZ file:
```
15
C6H7ClS | the OMol25 dataset | ωB97M-V/def2-TZVPD
C -1.10 -1.69 -1.15
C -0.56 -1.00 -0.10
C 0.82 -0.61 -0.08
C 1.89 -1.51 -0.33
S 1.27 0.76 1.01
C 0.13 1.87 0.37
C -0.78 2.42 1.23
Cl -1.87 3.69 0.72
H -0.52 -2.26 -2.03
H -2.13 -1.92 -1.20
H -1.24 -0.31 0.70
H 3.15 -1.48 0.09
H 1.72 -2.49 -0.71
H 0.07 2.13 -0.78
H -0.85 2.41 2.26
```

---

Top of the stability list: w), leading by 0.506 eV.